P) ORCA calculation (ωB97M-V/def2-TZVPD) on a gas-phase ion, C4H13N3 (charge +2).

Geometry (Å):
N  -0.4419  -0.5126  -0.4695
N  0.6623  0.3958  0.4712
N  1.0926  -1.3440  -1.9257
C  -1.6557  -0.5402  0.2713
C  0.1877  1.8276  0.0434
C  0.6325  0.1974  1.8965
C  -0.1306  -1.0821  -1.5688
H  0.8755  -0.8180  2.0992
H  1.5498  0.1848  0.0493
H  -0.9895  -1.4555  -2.3245
H  -0.4003  0.4224  2.1331
H  1.9009  -1.2159  -1.3558
H  0.9747  2.4992  0.4359
H  -1.4660  -0.9060  1.3334
H  1.2432  -1.6468  -2.8355
H  -0.6934  2.1017  0.5976
H  1.3418  0.9393  2.3350
H  -0.0872  1.8396  -1.0341
H  -2.2800  0.3750  0.1013
H  -2.3165  -1.2617  -0.2534

Summary:
SMILES: C/[N+](=C/N)[NH+](C)C
Charge: +2
LUMO level: -9.5102 eV

These are the Löwdin partial charges, in e, on atoms 1 to 8: N -0.02; N -0.03; N 0.24; C -0.01; C 0.07; C 0.02; C -0.10; H 0.12



Q) ORCA calculation (ωB97M-V/def2-TZVPD) on a gas-phase ion, C4H13N3 (charge +2).

Geometry (Å):
N  -0.4653  -0.5267  0.2101
N  1.8830  -0.2538  0.3098
N  -0.3180  0.7904  -0.3742
C  0.8747  -1.2603  0.1431
C  1.8911  0.6457  -0.6035
C  -1.0155  1.8771  0.4691
C  -1.3895  -1.5506  -0.1864
H  -2.2511  -1.0467  -0.5709
H  -0.5122  2.7880  0.3389
H  -0.5753  -0.1660  1.2557
H  2.4531  -0.0412  1.0685
H  1.2926  0.5055  -1.5491
H  -0.9330  1.7521  1.5243
H  2.3059  1.5788  -0.3751
H  1.0045  -1.7320  -0.8870
H  -0.9153  -2.0919  -1.0202
H  -1.9945  2.0912  0.0975
H  -1.6046  -2.2313  0.6505
H  -0.5922  0.9425  -1.2823
H  0.8616  -2.0709  0.7812

Summary:
SMILES: C=[NH+]C[N@H+](C)NC
Charge: +2
LUMO level: -8.8980 eV

These are the Löwdin partial charges, in e, on atoms 1 to 8: N -0.12; N 0.08; N -0.03; C -0.04; C 0.19; C 0.05; C 0.04; H 0.12



Which of them is the most stable? Correct choice: P).



P) ORCA calculation (ωB97M-V/def2-TZVPD) on 2 unconnected molecules or ions with the total composition C4H13N3.

Geometry (Å):
N  0.6747  1.1455  -1.1817
N  -0.6728  -2.3653  -0.5192
N  -0.2592  0.8034  0.9796
C  0.7529  2.6067  -1.1508
C  -0.7812  0.1114  2.0926
C  0.6191  -1.6144  -0.2972
C  0.3301  0.4263  -0.1167
H  -1.6602  0.7178  2.5725
H  1.2924  -1.8731  0.5378
H  1.0031  0.5620  -2.0050
H  -1.1683  -0.8177  1.8035
H  -0.0594  3.0471  -1.8821
H  0.0065  -0.1456  2.8868
H  -1.1813  -2.8899  0.1914
H  0.4902  3.0937  -0.1636
H  1.7477  2.8039  -1.5799
H  1.0435  -1.5747  -1.2871
H  -0.2722  1.7924  1.0832
H  -1.3786  -1.8379  -1.0715
H  -0.3187  -3.1896  -1.0311

Summary:
Charge: +2
LUMO level: -8.0342 eV

These are the Löwdin partial charges, in e, on atoms 1 to 8: N 0.01; N 0.18; N 0.02; C -0.02; C -0.04; C 0.09; C -0.09; H 0.16



Q) ORCA calculation (ωB97M-V/def2-TZVPD) on a molecular structure, C4H13N3.

Geometry (Å):
N  -0.2872  -1.4095  1.0743
N  3.2009  1.5072  -0.3106
N  -2.3419  -1.4338  -0.6459
C  0.1879  1.0429  0.6352
C  0.7659  0.6135  -0.6395
C  -1.6331  -0.2390  -0.5384
C  -0.7586  -0.1244  0.5068
H  -0.6142  -1.4930  2.0460
H  0.6391  1.1350  -1.5818
H  -0.7295  -2.1627  0.5224
H  -3.3294  -1.3772  -0.3939
H  1.6721  0.0108  -0.6210
H  3.8979  1.2680  -1.0124
H  -0.1529  2.0712  0.5557
H  0.7313  -1.4943  1.1180
H  -1.6299  0.4962  -1.3421
H  -2.3317  -1.8176  -1.5890
H  2.9880  2.4767  -0.5351
H  0.9790  1.0244  1.3779
H  3.6966  1.5630  0.5782

Summary:
Charge: +2
LUMO level: -9.7821 eV

These are the Löwdin partial charges, in e, on atoms 1 to 8: N 0.27; N 0.07; N 0.09; C -0.12; C 0.17; C -0.03; C -0.17; H 0.20



Which of them is the most stable? Correct choice: P).



P) ORCA calculation (ωB97M-V/def2-TZVPD) on a single C7H13NS molecule.

Geometry (Å):
S  -1.0652  3.0851  2.4085
N  0.2407  2.2338  0.0280
C  -0.2877  -1.1026  2.0785
C  -0.3986  2.7303  0.9219
C  0.2222  -0.7224  -1.4153
C  -1.0867  -0.6139  -0.5142
C  -0.9490  -1.6982  0.7124
C  1.3094  0.2338  -1.1267
C  1.0741  1.7592  -0.9912
H  -1.4746  0.4262  -0.4806
H  -1.0594  -0.7677  2.8495
H  -1.9446  -0.9701  -1.2118
H  -0.4065  -2.5887  0.2632
H  -0.1407  -2.1217  2.6070
H  -2.1143  -1.8122  1.1425
H  -0.0555  -0.3780  -2.3786
H  0.6171  -1.6935  -1.6969
H  2.1640  0.3275  -1.8782
H  0.6312  -0.4504  1.9873
H  0.5691  1.9665  -2.0173
H  2.0183  2.3266  -1.0367
H  2.1365  -0.1696  -0.2514

Summary:
SMILES: CCCCCCN=C=S
Charge: 0
LUMO level: 0.5985 eV

These are the Löwdin partial charges, in e, on atoms 1 to 8: S 0.53; N 0.04; C -0.14; C -0.68; C -0.25; C -0.18; C -0.21; C -0.25



Q) ORCA calculation (ωB97M-V/def2-TZVPD) on 2 unconnected molecules or ions with the total composition C7H13NS.

Geometry (Å):
S  -3.8814  -1.8150  0.2990
N  -2.9629  0.7200  -0.2112
C  0.5248  -0.5324  -0.8193
C  2.5860  -0.1960  0.6687
C  -3.2377  -0.4218  0.1582
C  1.0664  -0.4698  0.4121
C  0.2072  -0.4848  1.6321
C  1.2306  -0.5739  -2.2022
C  -2.1378  1.8139  0.0780
H  0.9820  -1.4627  -2.7659
H  1.0182  0.2635  -2.7676
H  2.3515  -0.7488  -2.0517
H  0.8534  -0.7412  2.4561
H  2.6769  0.6235  1.2782
H  -0.7481  -1.0428  1.3935
H  2.9605  -1.1361  1.0888
H  -0.5471  -0.8069  -0.7812
H  3.0323  0.1287  -0.2492
H  -2.2048  1.9612  1.1484
H  -1.0488  1.6595  -0.1609
H  -2.5272  2.7285  -0.3663
H  -0.1943  0.5334  1.7626

Summary:
SMILES: CC=C(C)C.CN=C=S
Charge: 0
LUMO level: 0.5468 eV

These are the Löwdin partial charges, in e, on atoms 1 to 8: S 0.72; N -0.01; C -0.13; C -0.04; C -0.83; C -0.35; C -0.07; C -0.08



Which of them is the most stable? Correct choice: Q).



P) ORCA calculation (ωB97M-V/def2-TZVPD) on a molecular structure, C40H44BiBrN8O2PS2.

Geometry (Å):
Bi  0.2738  0.6035  0.1595
Br  6.8367  3.4009  1.5321
S  -1.2948  2.5874  -1.0506
S  -1.5699  0.2060  -3.5293
P  -2.0908  1.9576  -2.7932
O  0.5702  1.8157  1.6008
O  1.8883  1.3238  -1.1985
N  1.6366  -0.9091  2.7722
N  -4.6955  -1.3994  1.3299
N  1.8283  -2.3327  -1.1081
N  1.3846  -0.6643  5.1839
N  3.4774  -0.0418  4.1161
N  2.8535  -2.3903  4.2752
N  -2.4594  -0.2749  0.8084
N  4.2498  -1.4237  0.0085
C  0.7219  -2.7435  -1.6644
C  2.8693  -3.2034  -1.0074
C  5.1574  -3.6158  -0.3373
C  2.7689  -4.5485  -1.4328
C  -3.9192  2.0536  -2.5983
C  3.9468  -0.4536  -0.7548
C  2.1609  -2.2572  2.9858
C  -5.8588  3.2739  -1.8442
C  5.0414  -4.9539  -0.7602
C  -3.6843  -1.8078  2.3057
C  5.1902  1.4187  0.3162
C  -2.8950  -1.0748  -0.3393
C  3.9495  -1.4115  4.2943
C  2.7726  0.0397  2.8298
C  -4.4859  3.1789  -2.0010
C  -4.2378  -1.7765  -0.0100
C  -6.1252  1.1224  -2.8780
C  -1.5284  5.2618  -5.9669
C  -1.1737  4.4682  -3.7231
C  2.9719  1.8072  -0.6172
C  0.5261  -4.0599  -2.1408
C  -1.0204  5.4532  -4.6922
C  4.1119  -2.7357  -0.4653
C  -3.4700  0.7457  1.1094
C  0.7277  -0.5800  3.8716
C  -4.7465  1.0296  -3.0381
C  3.0852  3.1536  -0.2364
C  3.8756  -5.4182  -1.2985
C  -2.1868  4.0773  -6.2781
C  -1.8323  3.2855  -4.0295
C  -2.3173  -1.1521  1.9721
C  5.2702  2.7504  0.6639
C  4.2210  3.6232  0.3922
C  1.5414  -4.9574  -2.0081
C  -2.3341  3.0932  -5.3156
C  1.9107  -2.0218  5.3347
C  -4.8350  0.0605  1.3809
C  4.0470  0.9507  -0.3265
C  -6.6828  2.2422  -2.2815
C  2.5229  0.2633  5.1774
H  -2.1088  -1.8021  -0.5600
H  -3.8401  3.9718  -1.6416
H  -3.6161  -2.8982  2.2974
H  3.0288  0.2035  6.1455
H  -6.2884  4.1508  -1.3758
H  0.3529  0.4317  3.7033
H  6.0009  0.7363  0.5366
H  -2.5791  3.9194  -7.2752
H  4.4705  -1.4909  5.2529
H  -1.5534  -1.9021  1.7435
H  -2.9764  -0.4192  -1.2055
H  -1.9519  -0.5463  2.8012
H  -0.1025  -1.2909  3.8677
H  -6.7618  0.3153  -3.2197
H  -5.5739  0.3554  0.6324
H  3.4688  -0.2069  2.0291
H  -0.4983  6.3698  -4.4470
H  -2.8260  2.1585  -5.5581
H  -4.1380  -2.8644  -0.0403
H  2.2409  3.8037  -0.4249
H  -5.0116  -1.4932  -0.7263
H  -1.4077  6.0296  -6.7213
H  6.0808  -3.2572  0.0989
H  1.4342  -5.9810  -2.3486
H  -4.2942  0.1606  -3.5023
H  1.0749  -2.7268  5.3224
H  -4.0316  -1.5059  3.2965
H  -0.0730  -2.0074  -1.7629
H  -5.2295  0.3312  2.3632
H  4.2921  4.6618  0.6866
H  -0.7742  4.6073  -2.7266
H  -3.5194  1.4319  0.2647
H  2.8607  -2.4952  2.1826
H  3.7820  -6.4451  -1.6309
H  2.1479  1.2776  5.0320
H  1.3331  -2.9731  2.9597
H  2.4191  -2.0992  6.2997
H  -3.1169  1.3169  1.9706
H  5.8922  -5.6152  -0.6544
H  2.3771  1.0429  2.6713
H  -0.4180  -4.3317  -2.5934
H  4.6481  -1.6516  3.4899
H  3.5955  -0.6256  -1.7752
H  -7.7559  2.3132  -2.1530

Summary:
Charge: -1
LUMO level: 2.1710 eV

These are the Löwdin partial charges, in e, on atoms 1 to 8: Bi 1.47; Br 0.67; S 0.23; S 0.19; P 0.06; O -0.80; O -0.37; N -0.10



Q) ORCA calculation (ωB97M-V/def2-TZVPD) on a molecular structure, C40H44BiBrN8O2PS2.

Geometry (Å):
Bi  -0.6866  0.0618  1.1258
Br  -6.3965  3.3306  4.8684
S  2.8874  -3.4960  -0.9392
S  2.4079  -0.4710  0.7854
P  3.6082  -1.8437  -0.0887
O  -1.7429  -0.1499  3.3109
O  0.3800  1.2196  2.2035
N  -3.2283  -0.8777  1.1315
N  -2.9112  4.6389  -0.3372
N  -1.0522  -2.5780  1.1276
N  -0.5317  5.0219  0.0713
N  -0.1066  -0.8323  -4.5116
N  -0.4659  -0.3532  -2.0289
N  -1.5411  2.8945  0.6545
N  -2.0768  4.8816  1.9430
C  -2.6565  3.1955  -0.2378
C  -1.7199  -0.1622  -2.7537
C  -3.9920  0.5651  2.8684
C  -1.1488  -5.0739  -0.1004
C  -4.4716  -2.5145  -0.2083
C  0.7674  0.2612  -4.0767
C  -2.2102  -2.9781  0.5080
C  0.5520  0.5526  -2.5681
C  4.8557  -1.9031  2.4440
C  4.8796  -2.3593  1.1332
C  -3.7569  2.2328  5.0912
C  -0.3343  3.5722  0.1661
C  -1.8482  3.4351  1.9908
C  -3.1807  5.1387  1.0186
C  -1.6740  5.2740  -0.8088
C  -0.8720  5.5156  1.4087
C  -2.7134  1.4234  4.7513
C  6.8358  -3.1794  2.9394
C  5.2876  0.2260  -0.9122
C  6.8649  -3.6367  1.6258
C  4.8403  -1.4251  -2.5977
C  5.6338  -0.7197  -3.4960
C  -4.5459  -3.7698  -0.8355
C  -0.0091  -4.6426  0.4936
C  -0.0071  -3.3607  1.0945
C  6.2581  0.4528  -3.1005
C  -3.4804  -4.6223  -0.7914
C  -3.3453  -2.1133  0.4706
C  -5.0774  1.3613  3.2842
C  -2.2954  -4.2358  -0.1270
C  5.8896  -3.2316  0.7306
C  -0.0174  -1.7372  -2.2079
C  -2.7505  0.5631  3.6001
C  5.8307  -2.3167  3.3458
C  -4.9519  2.2058  4.3472
C  -4.1880  -0.4407  1.8620
C  6.0843  0.9246  -1.8038
C  0.2017  -2.0267  -3.7144
C  -1.4983  -0.4506  -4.2650
C  4.6629  -0.9574  -1.3031
H  -1.7845  1.4362  5.3062
H  -2.7456  2.9487  2.3793
H  -2.4297  2.8115  -1.2368
H  -6.0116  1.3073  2.7361
H  -1.4440  4.8936  -1.8073
H  -1.0315  6.5961  1.3567
H  0.2151  1.5804  -2.4062
H  -3.3580  6.2159  0.9658
H  -2.0647  0.8626  -2.5879
H  -3.6782  2.9016  5.9390
H  4.0673  -1.2250  2.7478
H  -5.1934  -0.8813  1.7940
H  5.8948  -3.6011  -0.2883
H  -5.4518  -4.0482  -1.3591
H  5.8014  -1.9592  4.3679
H  0.9031  -2.9661  1.5330
H  0.9018  -5.2232  0.4986
H  0.9012  -1.8817  -1.6396
H  1.2381  -2.3135  -3.9046
H  -1.8374  6.3527  -0.8744
H  -3.5157  -5.5886  -1.2800
H  5.7632  -1.0897  -4.5060
H  1.8009  -0.0291  -4.2764
H  0.4767  3.3333  0.8549
H  5.1277  0.6035  0.0910
H  1.4660  0.4087  -1.9877
H  -0.0384  5.3105  2.0822
H  -4.0812  4.6525  1.4011
H  -2.1397  -1.2655  -4.6097
H  -0.0794  3.1827  -0.8224
H  -0.7795  -2.3984  -1.7841
H  4.3465  -2.3445  -2.8893
H  0.5444  1.1384  -4.6897
H  -1.0052  3.1921  2.6385
H  7.6466  -4.3139  1.3037
H  -5.3192  -1.8429  -0.2710
H  6.8764  1.0027  -3.7996
H  6.5639  1.8443  -1.4917
H  -3.5545  2.6961  0.1363
H  7.5960  -3.4986  3.6422
H  -2.4675  -0.8346  -2.3225
H  -1.7249  0.4284  -4.8742
H  -0.4384  -2.8401  -4.0652
H  -1.2002  -6.0436  -0.5824

Summary:
Charge: -1
LUMO level: 1.8810 eV

These are the Löwdin partial charges, in e, on atoms 1 to 8: Bi 1.65; Br 0.67; S 0.22; S 0.21; P 0.07; O -0.20; O -0.83; N 0.00



Which of them is the most stable? Correct choice: P).



P) ORCA calculation (ωB97M-V/def2-TZVPD) on a gas-phase ion, C8H8NO3 (charge -1).

Geometry (Å):
O  2.0782  0.5248  -0.8051
O  3.7994  0.8137  1.8285
O  3.4689  -1.3725  1.6751
N  3.1008  -0.1846  1.6576
C  1.5969  -0.0052  1.4084
C  -0.6847  1.1882  -0.6921
C  -2.0567  1.4050  -0.8893
C  -0.1767  -0.1078  -0.4883
C  1.3278  -0.2873  -0.0474
C  -2.9313  0.3126  -0.9669
C  -2.4177  -0.9896  -0.8853
C  -1.0393  -1.1932  -0.6908
H  1.1077  -0.6668  2.1318
H  0.0162  2.0268  -0.7293
H  1.5962  -1.3562  -0.2632
H  -3.0883  -1.8519  -1.0170
H  -0.6280  -2.2083  -0.6960
H  -2.4286  2.4236  -1.0183
H  1.3648  1.0580  1.5513
H  -4.0056  0.4708  -1.0637

Summary:
SMILES: O=[N+]([O-])C[C@H]([O-])c1ccccc1
Charge: -1
LUMO level: 3.5348 eV

These are the Löwdin partial charges, in e, on atoms 1 to 8: O -0.26; O 0.04; O 0.01; N -0.37; C -0.06; C -0.04; C -0.11; C -0.15



Q) ORCA calculation (ωB97M-V/def2-TZVPD) on a gas-phase ion, C8H8NO3 (charge -1).

Geometry (Å):
O  -2.0786  -0.8871  2.2624
O  -3.4705  -0.0074  0.7762
O  1.3642  -2.4800  1.1100
N  0.2529  -0.3952  0.8057
C  2.2958  -0.2743  0.5721
C  0.5931  1.2556  -0.7994
C  -1.3394  -0.4595  -1.3323
C  -1.1997  -0.2750  0.1726
C  1.0800  0.6944  0.4800
C  1.2685  -1.3355  0.8209
C  -2.3619  -0.3835  1.1921
C  -0.9956  0.8807  -0.8040
H  0.8552  2.2985  -1.0126
H  2.7432  -0.5220  -0.4151
H  -2.2640  -0.6070  -1.8356
H  3.1314  -0.1081  1.2098
H  1.4333  1.3692  1.2404
H  -1.7352  1.6224  -0.7811
H  0.9254  0.5346  -1.6927
H  -0.4981  -0.9207  -1.9695

Summary:
SMILES: O=C1C[C@H]2C[C@H]3C[C@@]3(C(=O)[O-])N12
Charge: -1
LUMO level: 3.4681 eV

These are the Löwdin partial charges, in e, on atoms 1 to 8: O -0.02; O -0.06; O 0.09; N 0.11; C -0.03; C -0.06; C -0.06; C -0.15



Which of them is the most stable? Correct choice: Q).



P) ORCA calculation (ωB97M-V/def2-TZVPD) on 2 unconnected molecules or ions with the total composition C2H5O2.

Geometry (Å):
O  -0.0897  0.9747  0.2535
O  0.4522  -1.2094  2.1206
C  -0.4891  0.2841  -0.7382
C  0.0231  0.2259  -2.0176
H  -1.2507  -0.5099  -0.5352
H  0.2573  -0.5019  1.4673
H  1.3751  -1.4020  1.9083
H  0.8798  0.8488  -2.2514
H  -0.6087  -0.1201  -2.8238

Summary:
Charge: -1
LUMO level: 4.5572 eV

These are the Löwdin partial charges, in e, on atoms 1 to 8: O -0.22; O -0.11; C -0.57; C -0.13; H 0.07; H -0.01; H 0.02; H -0.01



Q) ORCA calculation (ωB97M-V/def2-TZVPD) on 2 unconnected molecules or ions with the total composition C2H5O2.

Geometry (Å):
O  -0.7326  0.1169  -2.7203
O  0.9936  0.4071  2.0364
C  0.2934  0.6894  0.8984
C  -0.0440  -0.2933  0.1643
H  0.0459  1.7093  0.7922
H  -0.5034  0.0704  -0.7902
H  -0.8779  -0.8177  -2.8900
H  0.7269  -0.5184  2.3056
H  0.0980  -1.3636  0.2038

Summary:
Charge: -1
LUMO level: 3.7862 eV

These are the Löwdin partial charges, in e, on atoms 1 to 8: O -0.63; O -0.09; C -0.32; C -0.03; H 0.09; H 0.02; H -0.21; H 0.10



Which of them is the most stable? Correct choice: P).